[1]
The following is a DFT calculation (ωB97M-V with the def2-TZVPD basis set) of a 2-piece molecular cluster, C5H14N2O2 overall in a non-equilibrium geometry.

- SMILES: CCCNC(=O)CN.O
- HOMO energy: -9.2 eV

Structure (XYZ):
```
23
Properties=species:S:1:pos:R:3:forces:R:3
C -1.329 -1.150 2.469 -0.8 1.1 0.0
C -0.923 -0.341 1.228 0.0 0.1 1.0
C 0.382 0.425 1.455 1.0 -0.3 -0.5
N 1.576 -0.194 0.841 -1.0 0.3 -0.2
C 1.878 0.012 -0.494 0.4 -0.4 0.6
O 2.863 -0.519 -0.971 -0.2 -0.1 -0.2
C 0.986 0.878 -1.374 -0.3 -0.2 -0.6
N 0.997 0.411 -2.761 0.0 0.4 -0.1
H -1.483 -0.449 3.297 0.3 -0.2 0.1
H -2.332 -1.552 2.318 0.2 -0.5 -0.1
H -0.612 -1.912 2.765 0.0 -0.1 -0.1
H -1.715 0.372 0.995 -0.1 -0.1 -0.1
H -0.828 -1.034 0.414 0.1 0.0 -0.7
H 0.397 1.438 1.058 -0.4 0.1 0.1
H 0.589 0.512 2.521 0.0 0.0 0.1
H 1.770 -1.141 1.131 0.4 0.1 0.2
H -0.071 0.887 -1.117 0.2 -0.1 0.6
H 1.342 1.903 -1.348 0.1 0.2 0.0
H 1.947 0.396 -3.109 0.0 -0.1 0.0
H 0.662 -0.544 -2.798 0.1 -0.1 0.1
O -1.968 0.235 -1.920 0.0 0.0 -0.6
H -1.588 0.371 -2.808 -0.1 0.0 0.5
H -2.540 0.996 -1.790 -0.1 0.0 0.0
```
Positions in Å, forces in eV/Å.

---

[2]
The following is a DFT calculation (ωB97M-V with the def2-TZVPD basis set) of one molecule with the formula C5H14N2O2Si2 in a non-equilibrium geometry.

- SMILES: C[C@H]([SiH2]NC(=O)C[SiH3])C(N)=O
- HOMO energy: -9.6 eV

Structure (XYZ):
```
25
Properties=species:S:1:pos:R:3:forces:R:3
C -1.811 -0.459 1.538 1.6 0.3 0.5
C -2.414 -0.611 0.084 -0.5 0.7 1.9
Si -1.062 -0.818 -1.237 1.2 -2.0 1.0
N 0.427 -0.929 -0.212 0.2 -0.2 -1.3
C 1.221 0.140 0.092 1.0 -1.1 0.9
O 0.738 1.235 0.158 -0.3 1.8 -0.2
C 2.710 -0.176 0.421 -2.3 0.0 0.1
Si 3.912 0.298 -0.859 1.7 -0.4 -0.1
C -3.099 0.718 -0.157 0.1 -0.6 -0.3
N -2.309 1.822 0.118 0.2 1.5 0.0
O -4.190 0.756 -0.675 -0.2 0.7 -0.3
H -0.700 -0.182 1.497 -1.7 -0.8 0.3
H -2.230 0.425 2.142 -0.1 -1.8 -0.8
H -1.954 -1.463 2.026 0.3 1.3 0.0
H -3.145 -1.459 0.222 0.5 1.1 -1.0
H -0.719 0.144 -2.321 -0.6 -0.1 0.3
H -1.074 -2.307 -1.758 -0.2 1.4 0.2
H 0.853 -1.833 -0.143 0.2 -0.2 -0.1
H 3.049 0.174 1.380 -0.2 1.0 0.3
H 2.694 -1.208 0.620 0.4 -1.7 -0.3
H 4.985 -0.678 -0.960 0.1 -1.0 -0.1
H 4.800 1.272 -0.281 0.0 1.3 0.0
H 3.504 0.451 -2.234 -0.6 0.4 -0.4
H -1.667 1.993 0.913 -0.6 -1.0 -1.2
H -2.519 2.696 -0.375 -0.4 -0.8 0.4
```
Positions in Å, forces in eV/Å.

---

[3]
The following is a DFT calculation (ωB97M-V with the def2-TZVPD basis set) of a 2-piece molecular cluster, C5H14N2O4Si overall in a non-equilibrium geometry.

- HOMO energy (spin up / spin down): -8.5 / -8.5 eV

Structure (XYZ):
```
26
Properties=species:S:1:pos:R:3:forces:R:3
C 2.855 0.059 0.164 0.0 0.6 -0.4
C -1.620 2.364 -0.293 -1.4 0.0 3.1
C -0.663 1.121 -2.158 2.2 -2.4 0.1
C -0.556 -1.004 2.781 4.3 2.0 0.9
C 2.364 -1.371 -0.304 1.6 2.4 1.6
N -1.112 1.085 -0.796 -0.8 0.9 1.8
N -2.135 -1.633 -0.661 -0.4 -0.2 -0.8
O -2.074 -2.708 -0.109 0.2 -0.3 0.6
O -2.847 -1.424 -1.639 0.7 0.5 0.7
O -1.069 -0.359 1.676 -1.7 1.8 -1.9
O 1.157 -1.415 -0.874 -3.7 0.7 -0.1
Si -1.021 -0.309 0.086 2.6 -1.6 -0.6
H 3.990 0.176 -0.098 -2.1 0.1 0.7
H 2.206 0.843 -0.369 1.2 -1.0 0.6
H 2.673 0.164 1.252 0.3 0.3 -0.4
H -2.311 2.859 -1.013 0.4 -0.6 0.5
H -2.188 2.139 0.723 0.6 0.4 -2.2
H -0.915 3.133 0.114 0.3 -0.8 -1.0
H 0.204 1.809 -2.074 -0.7 0.1 -1.2
H -0.121 0.058 -2.352 -1.5 2.4 -0.1
H -1.549 1.363 -2.768 1.0 0.0 -0.4
H 0.572 -0.994 2.540 -1.4 -0.7 0.9
H -0.934 -1.957 2.794 -0.8 -2.4 0.5
H -0.635 -0.446 3.774 -0.5 -0.5 -1.6
H 2.526 -2.015 0.549 -0.2 -0.7 0.5
H 3.202 -1.538 -0.945 0.1 -1.2 -1.5
```
Positions in Å, forces in eV/Å.

---

ΔE to the lowest compared entry with this formula, charge and spin readings, ordered: 92.3; 0.0; 474.9 kJ/mol